Record 1
Entry from the OMol25 dataset: a molecular structure, C21H19Cl2N3SSiTi (ωB97M-V/def2-TZVPD).

Each line ends with the natural charge from an NBO analysis.
Atoms and positions in Å:
Ti (-0.625809, -0.483509, -0.806441)  1.3550
Cl (-0.910801, -2.803658, -1.559158)  0.0893
C (0.644008, -3.216765, -2.313849)  -0.0135
C (0.713530, -4.448054, -2.928481)  -0.2297
C (1.913464, -4.802238, -3.524023)  -0.1764
C (2.988270, -3.930247, -3.488378)  -0.2010
C (2.874331, -2.698957, -2.861898)  -0.0243
Cl (4.242214, -1.650323, -2.847136)  0.0589
C (1.681341, -2.296769, -2.247867)  -0.2270
S (1.556838, -0.720304, -1.469132)  -0.1499
H (-0.141317, -5.109041, -2.942473)  0.2451
H (2.008288, -5.759730, -4.016060)  0.2404
H (3.929196, -4.194967, -3.949531)  0.2472
N (4.849808, -0.806023, 8.327054)  -0.2408
C (4.095179, -0.687585, 7.470296)  0.2473
C (3.149646, -0.538868, 6.396189)  -0.1444
C (3.567863, -0.017084, 5.175108)  -0.1274
C (2.658020, 0.131208, 4.143254)  -0.2412
C (1.343596, -0.259461, 4.342229)  0.2072
C (0.914454, -0.782412, 5.551745)  -0.2358
C (1.822407, -0.917216, 6.586107)  -0.1366
N (0.402098, -0.120952, 3.268932)  -0.3338
C (-0.856464, 0.444217, 3.352510)  -0.0475
C (-1.386331, 0.381491, 2.109191)  -0.0655
N (-0.467027, -0.220504, 1.263655)  -0.6280
C (0.598919, -0.504682, 2.005641)  0.2578
H (4.597946, 0.282393, 5.043211)  0.2465
H (2.965747, 0.562641, 3.199802)  0.2362
H (-0.113557, -1.094272, 5.679898)  0.2369
H (1.511355, -1.324705, 7.537612)  0.2478
H (-1.236034, 0.847343, 4.274105)  0.2529
H (-2.342200, 0.731472, 1.759123)  0.2452
H (1.500090, -0.978340, 1.652449)  0.2497
C (-4.833903, 2.326163, -3.925983)  -1.1041
Si (-3.149857, 3.011079, -3.527238)  1.5725
C (-3.250723, 4.516123, -2.435201)  -1.1034
C (-2.138964, 3.324420, -5.056976)  -1.1049
C (-2.247574, 1.699422, -2.540846)  -0.2715
C (-1.646754, 0.857715, -1.885778)  -0.6524
H (-5.407931, 3.052877, -4.504821)  0.2491
H (-5.395838, 2.101595, -3.018188)  0.2447
H (-4.758638, 1.411788, -4.516339)  0.2470
H (-3.763493, 5.326334, -2.958010)  0.2491
H (-2.256564, 4.871335, -2.159710)  0.2461
H (-3.804722, 4.305232, -1.519191)  0.2430
H (-2.615372, 4.089114, -5.674159)  0.2487
H (-2.041795, 2.419413, -5.658371)  0.2477
H (-1.136957, 3.673283, -4.802878)  0.2480

Cartesian forces, eV/Å:
Ti 0.01 -0.08 -0.05
Cl -0.01 0.03 0.01
C -0.01 0.02 0.01
C 0.01 0.00 0.00
C 0.00 0.00 0.00
C 0.01 0.00 -0.01
C -0.02 0.00 0.01
Cl 0.02 0.01 0.00
C 0.01 -0.05 -0.03
S 0.03 0.03 0.03
H 0.00 0.00 0.00
H 0.00 0.00 0.00
H 0.00 0.00 0.00
N 0.00 0.00 0.00
C 0.00 0.01 0.00
C -0.01 0.00 0.00
C 0.01 0.00 0.01
C 0.00 0.00 -0.02
C 0.01 -0.01 0.00
C -0.03 0.01 -0.02
C 0.02 0.00 0.01
N 0.02 0.01 0.01
C -0.01 -0.03 0.00
C -0.01 0.00 0.01
N 0.05 0.01 0.02
C 0.00 0.01 0.04
H 0.00 0.00 0.00
H 0.00 0.01 0.00
H 0.00 -0.01 0.00
H 0.00 0.00 0.00
H 0.00 0.01 0.00
H 0.00 0.01 -0.01
H 0.00 -0.01 -0.01
C 0.00 0.00 0.00
Si 0.00 0.01 -0.01
C 0.00 0.01 0.00
C 0.01 0.00 0.00
C -0.02 0.01 0.05
C -0.04 0.04 -0.05
H 0.00 0.00 0.00
H 0.00 0.00 0.00
H 0.00 0.00 0.00
H 0.00 0.00 0.00
H 0.00 0.00 0.00
H 0.00 0.00 0.00
H 0.00 0.00 0.00
H 0.00 0.00 0.00
H 0.00 0.00 0.00

Computed properties:
Lowest unoccupied orbital energy (spin up / spin down) in eV: -3.803 / -3.593
E in eV: -93423.230
2S+1: 2
Highest occupied orbital energy (spin up / spin down) in eV: -11.58 / -11.58
Energy relative to the best compared isomer or geometry (same formula, charge and spin) in kcal per mole: 0.0
Charge: +1

Record 2
Entry from the OMol25 dataset: a molecular structure, C10H16Cl4O5W at a distorted geometry (ωB97M-V/def2-TZVPD).

Each line ends with the Löwdin spin population.
Atoms and positions in Å:
C (-0.356834, 0.929427, -2.093198)  0.0292
C (-1.317906, -0.097221, -1.663612)  0.0135
C (-0.570469, -1.300357, -1.406724)  0.0302
C (-2.793445, 0.003536, -1.735230)  0.0008
C (0.809542, -1.043609, -1.524691)  0.0061
C (0.947421, 0.310179, -2.024391)  0.0160
C (2.201375, 1.073598, -2.023414)  0.0142
C (-0.680755, 2.331531, -2.425114)  0.0159
C (-1.160570, -2.643840, -1.269164)  0.0074
C (1.895062, -2.036135, -1.356212)  -0.0016
W (0.156659, 0.707144, 0.039862)  1.6044
Cl (-2.191029, -2.959746, 2.498391)  0.0051
Cl (-1.868422, 1.815483, 0.843629)  0.0459
Cl (1.885896, -0.476281, 1.399792)  0.0531
H (-3.110086, 0.990108, -1.405390)  -0.0002
H (-3.234288, -0.731864, -1.084437)  0.0000
H (-3.119703, -0.156201, -2.735272)  -0.0004
H (-2.134797, -2.589994, -0.774095)  0.0004
H (-0.550475, -3.265826, -0.609946)  0.0004
H (-1.277478, -3.154414, -2.224108)  0.0017
H (1.631099, -2.743198, -0.557933)  -0.0002
H (2.850589, -1.552601, -1.102940)  0.0000
H (2.022973, -2.605058, -2.280786)  -0.0009
H (3.126995, 0.567731, -1.643921)  0.0001
H (2.119660, 1.818182, -1.127354)  0.0066
H (2.309750, 1.827401, -2.807968)  0.0033
H (-1.742804, 2.533309, -2.239173)  0.0003
H (-0.465913, 2.525097, -3.486976)  0.0041
H (-0.103002, 3.038569, -1.839207)  0.0024
O (0.958483, 2.332412, 0.467653)  0.1259
H (1.554853, 2.313581, 1.221275)  0.0163
O (-0.533471, -0.405433, 6.722398)  0.0000
Cl (0.443378, 0.451555, 7.377630)  0.0000
O (-0.254821, 1.337090, 8.333371)  0.0000
O (1.399881, -0.389964, 8.128595)  0.0000
O (1.152668, 1.245817, 6.408643)  0.0000

Cartesian forces, eV/Å:
C -0.19 -1.63 0.74
C 1.75 -0.35 -0.65
C -0.82 0.94 -0.35
C 0.40 0.45 0.85
C -0.47 1.42 -0.76
C -0.48 -0.42 0.77
C 1.53 2.65 2.47
C -0.26 0.58 -0.86
C -0.43 -0.42 1.29
C 0.36 -0.26 0.35
W -1.84 -3.47 0.98
Cl -0.05 -0.10 -0.49
Cl 0.77 -0.56 -0.53
Cl -0.83 1.00 -0.80
H -0.15 -0.02 0.03
H -0.31 -0.21 0.27
H -0.36 -0.19 -0.98
H 0.13 -0.13 -0.02
H -0.12 -0.03 -0.06
H 0.09 0.12 -0.24
H 0.22 0.25 -0.17
H -0.39 -0.26 -0.04
H 0.00 0.00 -0.06
H -0.78 -0.01 -1.25
H 0.19 -0.99 -1.55
H 0.39 -0.74 -0.57
H 0.30 -0.03 -0.04
H -0.13 0.06 0.12
H 0.09 0.14 0.11
O 1.09 1.95 0.93
H 0.21 0.12 0.29
O 0.68 0.64 0.38
Cl -0.65 -0.89 1.26
O 0.64 -0.55 -0.74
O -0.67 0.80 -0.62
O 0.12 0.14 -0.06

Computed properties:
Lowest unoccupied orbital energy (spin up / spin down) in eV: 3.981 / 3.995
E in eV: -72778.250
2S+1: 3
Highest occupied orbital energy (spin up / spin down) in eV: -1.66 / -1.66
Energy relative to the best compared isomer or geometry (same formula, charge and spin) in kcal per mole: 9.2
Charge: -2

Record 3
Entry from the OMol25 dataset: 6 unconnected molecules or ions with the total composition C35H53BINO19 at a distorted geometry (ωB97M-V/def2-TZVPD).

Each line ends with the Löwdin charge.
Atoms and positions in Å:
C (-1.456385, 1.285270, 7.181747)  0.0337
C (-0.759173, 2.145929, 6.294022)  -0.1113
C (-0.107707, 3.342081, 5.326285)  -0.1928
C (-1.349983, 3.870218, 4.360590)  -0.2050
C (-0.941391, 3.903091, 2.754509)  -0.1871
C (-0.995704, 2.432939, 2.022267)  -0.0674
C (-0.542685, 0.999446, 2.701081)  0.0641
C (-0.570512, -0.463970, 1.901159)  -0.0514
C (-0.075821, -1.879244, 2.568807)  -0.2284
N (1.276410, -2.260146, 1.934721)  -0.0419
C (-1.091595, -0.471971, 0.328754)  0.0162
C (-1.564088, 0.974027, -0.366358)  0.0216
C (-1.532671, 2.423358, 0.440650)  -0.0264
C (-2.000578, 3.819795, -0.351546)  -0.1571
C (-3.549026, 4.276450, 0.080622)  -0.1840
C (-4.529235, 2.999603, 0.395776)  -0.2483
C (-4.667628, 2.660833, 2.006969)  -0.1343
C (-2.037255, 0.861021, -1.966615)  -0.1674
O (-3.033372, 1.576858, -2.498287)  -0.0132
C (-1.181793, -0.274078, -2.848253)  -0.0247
B (-0.828165, 0.147769, -4.399525)  -0.4503
O (-0.851676, -0.737655, -5.580626)  0.0086
O (-0.464382, 1.592340, -4.618181)  0.0293
C (-0.735350, -1.583065, -2.222261)  -0.4447
I (0.447557, -3.099306, -3.348059)  0.8740
C (-1.133963, -1.848836, -0.619849)  -0.2102
O (-1.494015, -3.050439, -0.137818)  -0.0539
H (-2.302960, 0.819107, 7.874875)  0.0546
H (0.338901, 4.221460, 5.957387)  0.1146
H (0.724240, 2.834195, 4.638021)  0.1069
H (-2.270999, 3.129325, 4.436848)  0.1093
H (-1.698350, 4.967473, 4.628230)  0.1210
H (0.172690, 4.302072, 2.603069)  0.1323
H (-1.635767, 4.719423, 2.264539)  0.0999
H (-0.139379, 1.003157, 3.802485)  0.0757
H (-0.800221, -2.777676, 2.368161)  0.1105
H (0.126428, -1.819487, 3.737735)  0.1230
H (1.202903, -3.220808, 1.503657)  0.0570
H (1.523515, -1.603947, 1.159620)  0.0614
H (-1.922322, 3.724189, -1.515448)  0.1017
H (-1.302021, 4.738337, -0.046365)  0.1144
H (-3.508199, 4.970126, 1.034145)  0.1085
H (-4.002523, 4.819289, -0.872340)  0.1073
H (-5.622382, 3.289379, 0.026265)  0.1137
H (-4.230219, 2.005602, -0.144704)  0.0901
H (-5.680187, 3.105600, 2.456341)  0.0830
H (-4.783742, 1.489652, 2.084725)  0.0808
H (-3.746170, 3.029232, 2.649405)  0.0518
H (0.098877, -0.674782, -5.950517)  0.1327
H (0.383875, 1.701474, -4.082763)  0.1115
C (2.264455, 3.688926, -1.120727)  -0.0473
O (1.787429, 4.890154, -0.517660)  -0.0240
C (2.604175, 5.960884, -0.683992)  -0.5598
O (3.667022, 5.965675, -1.284964)  0.1117
O (2.033433, 7.025517, -0.065637)  -0.0143
C (2.787983, 8.232194, -0.159118)  -0.0513
H (1.533711, 2.899264, -0.925351)  0.0842
H (2.357211, 3.811580, -2.204617)  0.0970
H (3.221014, 3.389380, -0.680448)  0.1014
H (2.901675, 8.536521, -1.204562)  0.0997
H (3.765432, 8.114292, 0.319691)  0.0993
H (2.238556, 9.016078, 0.369458)  0.0943
C (2.259589, -8.894890, 2.555842)  -0.0490
O (0.960810, -8.306491, 2.521930)  -0.0113
C (0.816444, -7.325233, 1.595920)  -0.5586
O (1.679985, -6.931235, 0.827874)  0.1056
O (-0.455372, -6.858158, 1.672588)  -0.0060
C (-0.753411, -5.813358, 0.748621)  -0.0596
H (2.261314, -9.665824, 3.331330)  0.0943
H (2.493287, -9.369981, 1.597646)  0.0983
H (3.015960, -8.146301, 2.812931)  0.0964
H (-0.640192, -6.165228, -0.281846)  0.1038
H (-0.117549, -4.941546, 0.933534)  0.0631
H (-1.795266, -5.516934, 0.898305)  0.0940
C (-0.858038, -3.871327, -7.046622)  -0.0655
O (-0.561483, -4.541742, -8.270055)  -0.0075
C (-0.258400, -5.856603, -8.126925)  -0.5590
O (-0.223935, -6.474193, -7.074201)  0.1070
O (-0.000178, -6.365329, -9.358213)  -0.0109
C (0.336165, -7.751335, -9.361675)  -0.0532
H (-1.085619, -2.827484, -7.279691)  0.0856
H (-1.735311, -4.315802, -6.565686)  0.1050
H (0.006186, -3.893554, -6.374905)  0.0442
H (-0.493358, -8.350963, -8.973307)  0.0987
H (1.248186, -7.928649, -8.782583)  0.0983
H (0.522318, -8.051276, -10.396624)  0.0938
C (6.100876, -8.803198, 7.103242)  -0.0529
O (7.068163, -7.928247, 6.526174)  -0.0099
C (6.877510, -7.677944, 5.206248)  -0.5594
O (5.978803, -8.128520, 4.513327)  0.1022
O (7.860242, -6.839396, 4.790769)  -0.0100
C (7.785972, -6.486552, 3.410864)  -0.0518
H (6.350272, -8.933021, 8.159969)  0.0941
H (5.098540, -8.367984, 7.037072)  0.0985
H (6.130851, -9.784790, 6.619345)  0.0980
H (6.851014, -5.958701, 3.197045)  0.0994
H (7.883409, -7.375529, 2.779362)  0.0984
H (8.619134, -5.814066, 3.188740)  0.0940
C (-3.224976, 6.818983, -3.316013)  -0.0476
O (-3.452567, 7.567885, -2.123729)  -0.0201
C (-3.796245, 8.863400, -2.335221)  -0.5595
O (-3.917809, 9.404775, -3.422865)  0.1098
O (-3.981176, 9.452330, -1.126704)  -0.0125
C (-4.349723, 10.828439, -1.194867)  -0.0532
H (-2.957007, 5.798611, -3.028338)  0.0801
H (-4.133632, 6.777497, -3.925183)  0.1027
H (-2.393737, 7.245254, -3.886901)  0.1008
H (-5.303358, 10.947280, -1.719222)  0.0991
H (-3.563396, 11.415003, -1.680874)  0.0984
H (-4.471186, 11.196752, -0.172454)  0.0935

Cartesian forces, eV/Å:
C 3.95 6.71 -6.12
C -4.88 -4.71 6.09
C -0.93 -1.53 -0.06
C -0.15 -0.24 -0.91
C 0.75 -0.15 0.36
C -0.47 -3.03 -2.50
C -0.96 0.20 -3.28
C -1.60 2.71 -1.94
C 0.62 0.11 -0.05
N -1.03 -0.29 -0.82
C 0.23 2.82 1.50
C 0.95 0.02 2.08
C 1.03 -2.99 0.76
C 0.06 0.31 1.00
C -0.05 -0.94 -0.71
C -0.92 0.28 0.58
C -0.63 -0.46 -0.16
C -3.11 1.91 -0.61
O 6.33 -4.37 3.07
C 0.47 -3.12 2.09
B 0.07 1.15 -1.65
O 2.30 1.85 2.51
O 1.32 -3.51 1.37
C -1.93 4.11 -0.29
I -1.27 1.41 1.39
C -1.36 -3.57 2.13
O 2.50 7.54 -3.21
H 2.52 1.11 -2.01
H -0.87 -2.00 -1.07
H -1.76 1.25 1.70
H 1.96 1.66 0.09
H 0.80 -2.38 -0.28
H -2.33 -0.80 0.43
H 1.29 -2.11 0.63
H -0.98 -0.13 -2.38
H 0.94 2.16 0.35
H -0.77 0.35 -2.51
H 0.08 1.54 0.60
H -0.43 -0.79 0.97
H -0.19 -0.27 2.36
H -1.23 -2.27 -0.57
H -0.18 -1.26 -2.12
H 1.06 -0.78 2.26
H 2.36 -0.68 0.67
H -0.35 2.19 0.80
H 2.37 -0.75 -0.96
H 0.43 2.35 0.13
H -1.93 -0.83 -1.40
H -2.32 0.06 0.41
H -1.70 0.25 -0.78
C 0.14 -0.49 -0.20
O 0.44 0.90 0.00
C 0.50 0.07 -0.27
O -1.60 -0.02 0.90
O 0.25 -0.99 -0.41
C 0.28 0.50 -0.02
H -0.06 0.34 0.16
H 0.16 0.07 0.20
H -0.10 0.15 -0.21
H 0.12 -0.15 0.19
H -0.12 -0.04 -0.24
H -0.10 -0.38 -0.05
C 0.53 -0.22 0.05
O -0.34 0.81 -0.69
C 0.24 0.11 -0.23
O -1.20 -0.53 1.08
O 1.03 -0.55 0.12
C -0.21 0.34 -0.31
H -0.28 0.24 -0.11
H 0.02 0.23 0.12
H -0.11 -0.13 -0.20
H 0.15 0.15 0.19
H -0.05 -0.24 -0.17
H 0.25 -0.22 0.17
C -0.15 0.33 0.37
O 0.30 -1.12 -0.12
C -0.02 -0.18 0.38
O -0.03 0.88 -1.50
O -0.23 0.56 0.87
C 0.12 -0.51 -0.03
H 0.08 -0.30 -0.19
H 0.28 -0.01 0.02
H -0.23 -0.15 -0.08
H 0.22 0.13 0.09
H -0.27 0.01 0.03
H -0.10 0.35 0.13
C -0.34 -0.32 0.24
O 0.01 0.31 -1.04
C -0.29 -0.13 -0.26
O 1.26 0.63 0.99
O -0.71 -0.68 0.54
C -0.01 0.16 -0.53
H 0.19 0.22 -0.27
H 0.17 -0.15 -0.14
H -0.12 0.24 -0.02
H 0.10 -0.25 0.01
H -0.19 0.15 0.13
H -0.09 -0.17 0.34
C 0.09 -0.31 -0.45
O -0.28 1.05 0.08
C -0.05 0.20 -0.47
O 0.18 -0.79 1.61
O 0.19 -0.63 -0.82
C -0.14 0.51 0.00
H -0.08 0.27 0.23
H 0.22 0.14 0.04
H -0.27 0.02 0.03
H 0.27 -0.01 -0.05
H -0.22 -0.14 -0.06
H 0.10 -0.36 -0.12

Computed properties:
Lowest unoccupied orbital energy in eV: -2.065
E in eV: -86305.756
Structure (SMILES): C#CCCCc1cc(CN)c2c(c1CCCC)C(=O)C(B(O)O)=C(I)C2=O.COC(=O)OC.COC(=O)OC.COC(=O)OC.COC(=O)OC.COC(=O)OC
Highest occupied orbital energy in eV: -8.75